Here is a molecular structure, C12H17BN6O2Re in a non-equilibrium geometry from the Open Molecules 2025 dataset. Energies are from ωB97M-V/def2-TZVPD.

ORCA input file:
```
! RIJCOSX wB97M-V def2-TZVPD def2/J DEFGRID3
* xyz 2 4
Re -0.188 -0.082 -0.368
O 0.323 -0.582 1.515
O -1.202 1.009 1.811
N 0.776 2.038 -2.187
N 0.229 1.748 -0.874
N -0.526 0.299 -3.285
N 1.399 -0.672 -1.292
N 1.769 -0.174 -2.584
N -1.150 -0.198 -2.103
C -2.385 -0.676 -2.481
C 2.735 -0.947 -3.082
C -0.289 0.306 2.284
C 0.499 3.987 -1.125
C -2.521 -0.495 -3.855
C -2.053 -2.724 1.391
C 3.096 -1.905 -2.139
C 2.284 -1.709 -1.027
C -1.348 0.109 -4.317
C 0.888 3.361 -2.311
C 0.108 2.975 -0.252
C 0.279 0.347 3.685
B 0.894 0.925 -3.216
H 3.864 -2.654 -2.249
H -2.420 -2.879 2.409
H 1.217 0.920 3.679
H -3.013 -1.107 -1.703
H 1.263 1.275 -4.293
H -3.365 -0.771 -4.446
H -2.786 -3.168 0.709
H -1.868 -1.652 1.143
H 0.483 -0.680 4.011
H -1.018 0.425 -5.289
H 3.109 -0.746 -4.083
H 1.224 3.778 -3.254
H 0.490 5.044 -0.940
H -1.107 -3.281 1.296
H 2.220 -2.217 -0.080
H -0.413 0.830 4.376
H -0.269 3.009 0.747
*
```

Properties
<S²>	3.7711
gap between HOMO and LUMO (spin up / spin down)	8.27 / 7.08	eV
max |F|	3.66	eV/A
total energy	-28546.4484	eV
HOMO (spin up / spin down)	-16.273 / -16.388	eV

Results of the natural (NBO) charge analysis, in e, for atoms 1 through 4: number 1, Re, carries 1.890; number 2, O, carries -0.718; number 3, O, carries -0.619; number 4, N, carries -0.317